(1)
111
Properties=species:S:1:pos:R:3:forces:R:3 method="wB97M-V/def2-TZVPD" charge=0 homo_ev="-10.679 / -10.679" spin_multiplicity=2 orbital_gap_ev="10.155 / 5.143" total_energy_ev=-89316.188
C 0.92841 -0.11793 0.48461 -0.336 0.635 -0.435
C -0.28701 -0.66365 -0.23417 2.988 0.787 1.466
O -0.07300 -1.63124 -1.00977 -2.223 0.884 0.167
O -1.40228 -0.16102 0.07208 -0.384 -1.401 -1.435
H 0.76264 0.86698 0.92116 -0.599 -0.124 0.568
H 1.71520 0.16016 -0.21663 0.287 -0.788 -0.216
H 1.22677 -0.85255 1.23255 0.243 0.176 -0.062
C 2.43310 5.72675 3.73263 -0.621 0.056 0.339
C 2.07838 4.22340 3.90829 1.699 -0.057 0.503
C 2.59835 3.26500 2.81648 -0.498 0.887 -1.752
O 3.44230 2.28275 3.39449 -0.843 -0.014 -1.228
C 3.63409 2.63089 4.62313 1.800 -2.073 4.873
O 4.32133 1.96363 5.41406 -1.715 2.239 -2.086
O 2.90366 3.70987 4.98843 0.471 0.105 0.584
H 2.09178 6.33226 4.57225 0.051 -0.490 0.561
H 1.92361 6.27929 2.94319 0.032 -0.697 -0.633
H 3.50712 5.90249 3.67185 0.001 -0.354 -0.213
H 1.06080 4.04458 4.25565 -0.102 0.157 -0.495
H 3.26890 3.79632 2.14108 -0.455 0.208 -0.309
H 1.79144 2.76918 2.27690 0.191 0.049 0.004
C -0.03784 -4.71752 -1.45199 0.009 0.197 0.523
C -0.56651 -6.10798 -1.17916 -0.397 -1.316 -0.427
C -0.26567 -7.19376 -2.24081 -0.729 1.323 -1.918
O 0.31203 -8.31829 -1.62554 0.323 0.992 0.399
C 0.53930 -8.00037 -0.36154 0.993 -1.353 3.721
O 1.09327 -8.77383 0.43276 -1.760 3.110 -2.250
O -0.00401 -6.70472 -0.01417 1.455 -2.301 -0.255
H -0.40767 -4.05984 -0.66535 -0.119 0.034 -0.093
H -0.37643 -4.33292 -2.41404 -0.164 -0.109 -0.017
H 1.04617 -4.60535 -1.43053 0.050 -0.521 -0.079
H -1.64959 -6.07536 -1.06092 -0.071 0.229 0.304
H 0.35998 -6.68417 -2.97360 0.698 -0.671 -0.141
H -1.11520 -7.57338 -2.80851 -0.278 0.301 0.269
C 2.80933 -0.28384 -3.81490 -1.306 0.154 -0.397
C 3.29707 -1.72125 -3.81196 0.664 0.891 1.135
C 2.76285 -2.60687 -2.70049 0.902 0.253 1.091
O 2.48808 -3.86230 -3.32113 0.003 0.190 1.154
C 2.47102 -3.67707 -4.62804 -1.825 -3.009 -2.523
O 2.08298 -4.54264 -5.42121 1.346 2.619 1.928
O 2.83395 -2.43944 -4.91645 0.291 0.691 -2.419
H 1.73954 -0.35345 -4.01188 -0.250 0.292 0.033
H 3.22025 0.37308 -4.58152 0.287 -0.498 -0.250
H 2.93243 0.29273 -2.89810 0.246 -0.552 0.382
H 4.38309 -1.63864 -3.76912 0.224 -0.709 -0.392
H 1.88302 -2.16658 -2.23129 -0.198 -0.340 -0.007
H 3.55384 -2.78282 -1.97147 -0.298 0.047 0.283
C 3.37490 -3.31345 1.40923 -0.362 0.848 -0.373
C 2.87418 -4.74802 1.42650 1.752 1.748 1.441
C 3.82520 -5.56785 2.40235 -1.877 -1.023 -1.675
O 2.98515 -5.83768 3.52478 -0.754 0.761 -0.040
C 1.77018 -5.25479 3.35379 -2.116 1.066 3.135
O 0.89672 -5.20348 4.23414 2.658 -0.509 -3.026
O 1.69542 -4.55033 2.19032 -0.826 -2.019 0.571
H 2.55632 -2.63983 1.15571 -0.108 -0.150 -0.881
H 4.23889 -3.08880 0.78381 0.118 -0.098 0.234
H 3.46710 -2.98494 2.44445 0.895 -0.272 0.130
H 2.70526 -5.16848 0.43515 -0.225 -0.270 0.296
H 4.73603 -5.03037 2.66617 -0.161 -0.235 0.088
H 3.94191 -6.55129 1.94701 0.944 0.110 0.033
C 1.41315 4.05445 -2.92413 -1.405 0.496 -0.176
C 1.84314 4.43534 -1.52231 -0.022 -1.223 -0.343
C 1.62480 3.32498 -0.51455 -1.202 -0.706 0.127
O 2.90478 2.85999 -0.20756 -0.536 -1.352 1.120
C 3.82647 3.49546 -0.89134 2.080 0.396 -0.183
O 4.99217 3.20728 -0.81341 -0.987 0.630 -0.519
O 3.26765 4.48429 -1.61722 0.900 0.605 0.439
H 1.84540 3.14956 -3.35126 0.946 0.235 0.343
H 1.55604 4.93001 -3.55744 0.029 -0.323 -0.316
H 0.36753 3.74993 -2.96936 -0.459 0.584 0.248
H 1.40064 5.32624 -1.07667 0.318 0.447 -0.751
H 1.06310 2.49342 -0.94009 -0.112 -0.090 -0.245
H 1.08062 3.60310 0.38801 0.231 0.363 0.065
C -4.15074 1.92909 3.28708 0.781 0.384 0.371
C -2.70060 2.46730 3.54025 -3.412 -1.041 -0.499
C -1.66009 1.52187 2.97184 -0.415 -0.094 0.725
O -0.70285 2.44859 2.55895 1.335 1.777 -1.143
C -1.21574 3.73648 2.44465 -1.133 0.203 -0.341
O -0.65795 4.68699 1.97888 -0.043 -1.329 0.545
O -2.53529 3.75858 2.88585 2.346 -1.599 0.464
H -4.93046 2.49422 3.79773 0.294 -0.046 0.438
H -4.08497 0.91196 3.67335 -0.553 -0.127 0.010
H -4.50682 1.91197 2.25703 0.683 -0.092 -0.260
H -2.58542 2.46773 4.62415 0.217 0.929 0.009
H -1.98393 0.81352 2.20930 -0.196 0.615 -0.682
H -1.23278 0.85533 3.72100 0.123 0.350 0.347
C -5.57802 -0.57041 0.40918 -0.440 -0.176 0.596
C -4.96782 -1.07670 -0.85187 1.034 1.597 -0.595
C -4.37758 -2.43754 -0.92342 -0.669 -0.344 2.242
O -4.82200 -2.90188 -2.15174 0.920 -1.743 -1.284
C -5.80057 -2.11981 -2.60408 -2.485 -2.666 -4.156
O -6.57003 -2.30465 -3.52939 1.728 -0.903 0.659
O -5.93023 -1.09664 -1.90338 -0.240 4.509 3.285
H -5.61685 0.51862 0.43391 0.142 -0.070 0.089
H -5.06095 -0.97286 1.28026 0.291 0.271 0.044
H -6.60348 -0.92374 0.51722 -0.070 -0.101 -0.206
H -4.11397 -0.47644 -1.16610 -0.368 0.995 -0.126
H -4.84707 -2.98632 -0.10701 0.267 -0.840 -0.032
H -3.30049 -2.37523 -0.76821 -0.024 -0.512 -0.500
C -3.20410 3.19657 -0.60623 -0.909 -0.635 0.448
C -2.67676 4.13213 -1.66752 0.535 -1.978 -0.328
C -3.64960 4.79728 -2.61451 -0.629 1.249 1.320
O -3.35424 6.22303 -2.34528 -0.818 -1.204 -1.502
C -2.23444 6.32313 -1.61680 0.652 5.028 -0.822
O -1.65695 7.41793 -1.49825 -1.317 -3.725 0.213
O -1.92632 5.16535 -1.11813 1.917 -0.319 1.583
H -3.69585 3.66182 0.24806 -0.104 0.512 -0.234
H -2.51481 2.48689 -0.14869 0.715 0.317 -0.312
H -3.93409 2.52880 -1.06374 -0.249 0.065 -0.185
H -1.99515 3.55394 -2.29138 0.233 -0.180 0.031
H -4.68296 4.62353 -2.31439 -0.021 0.103 -0.158
H -3.50203 4.46400 -3.64176 0.081 0.668 -0.054



(2)
44
Properties=species:S:1:pos:R:3:forces:R:3 method="wB97M-V/def2-TZVPD" charge=0 homo_ev=-8.215 orbital_gap_ev=8.670 total_energy_ev=-38949.020
C -3.10023 -3.67693 1.33323 0.130 -0.150 0.106
H -2.80254 -3.34276 2.33218 0.001 -0.003 -0.042
O -3.86710 -2.70119 0.66951 -0.102 0.300 -0.155
C -3.30378 -1.48627 0.42598 0.138 0.218 -0.037
C -4.13315 -0.56927 -0.22542 -0.241 0.052 -0.110
C -3.66192 0.69820 -0.52167 0.137 -0.388 0.187
C -2.36040 1.06532 -0.16778 0.018 0.161 -0.067
C -1.54405 0.15398 0.47469 -0.804 0.300 -0.389
C -2.01312 -1.13099 0.77340 -0.052 -0.324 0.106
H -1.35180 -1.82195 1.27146 0.041 -0.118 0.064
N -0.23167 0.41218 0.86510 0.841 -0.371 0.380
C 0.53258 1.50449 0.77032 -0.138 0.161 -0.094
S 0.15959 2.99613 0.17814 -0.094 0.436 -0.175
N 1.84399 1.35607 1.23026 -0.020 0.057 0.100
C 2.49005 0.22081 1.62332 0.272 -0.117 0.343
O 1.92208 -0.83681 1.82172 -0.015 -0.197 0.029
C 3.98645 0.39193 1.75838 0.066 -0.066 -0.053
C 4.59926 0.72710 0.38344 -0.061 -0.113 0.022
C 3.98666 -0.15363 -0.67399 0.172 0.092 -0.142
C 3.00924 0.33893 -1.52901 0.056 0.032 -0.008
C 2.38724 -0.49417 -2.44216 -0.088 -0.019 -0.064
C 2.74037 -1.83011 -2.51464 -0.060 -0.040 -0.069
C 3.72423 -2.32658 -1.67639 0.032 -0.100 0.020
C 4.34119 -1.49371 -0.76102 -0.002 0.033 -0.015
H 5.10467 -1.88704 -0.10516 0.093 -0.058 0.086
H 4.00844 -3.36710 -1.73240 0.024 -0.083 -0.007
H 2.25215 -2.48193 -3.22376 -0.033 -0.053 -0.059
H 1.62258 -0.09709 -3.09319 -0.061 0.033 -0.062
H 2.72796 1.38202 -1.48605 -0.035 0.116 0.034
H 5.67827 0.57025 0.43317 -0.017 0.099 0.006
H 4.42301 1.77577 0.13591 0.067 -0.001 -0.018
H 4.38842 -0.55191 2.12733 -0.105 0.063 0.024
H 4.21393 1.17874 2.47992 -0.003 -0.011 0.067
H 2.38751 2.20335 1.11860 -0.177 -0.146 -0.020
H 0.25973 -0.39325 1.26883 -0.047 0.251 -0.084
H -2.02777 2.05794 -0.41084 0.035 0.008 0.015
O -4.38164 1.65918 -1.15437 0.314 0.021 0.116
C -5.69932 1.36340 -1.54918 -0.215 -0.058 -0.061
H -6.33303 1.12623 -0.68876 0.029 -0.004 -0.031
H -6.07082 2.26550 -2.03266 -0.018 -0.089 0.028
H -5.72816 0.53243 -2.26122 0.002 0.023 0.038
H -5.12873 -0.89315 -0.47650 -0.141 -0.006 -0.049
H -2.20812 -3.94667 0.75916 -0.024 0.022 0.025
H -3.74710 -4.54814 1.42342 0.086 0.037 0.016



(3)
14
Properties=species:S:1:pos:R:3:forces:R:3 method="wB97M-V/def2-TZVPD" charge=0 homo_ev=-8.958 orbital_gap_ev=8.145 total_energy_ev=-9737.705
C 0.41554 1.26957 0.11955 0.040 -0.314 -0.180
C -0.76408 1.60300 -0.71127 -0.029 -0.055 -0.043
C 0.85958 -1.42587 -0.39449 -0.114 -0.095 0.081
O 1.08318 -0.41983 -1.12334 -0.117 0.154 0.342
N 0.09982 -0.84656 0.80228 -0.075 0.091 -0.114
N -0.79440 -1.49225 1.31569 0.189 -0.029 -0.099
N 1.13943 -2.66172 -0.49977 -0.100 0.244 0.049
H -1.27066 -0.91199 2.02776 0.087 0.003 -0.085
H 0.73316 -3.19081 0.26932 0.005 0.091 -0.010
H 1.39314 1.51923 -0.25847 -0.005 -0.004 -0.018
H 0.31173 1.40076 1.18693 -0.012 -0.038 -0.015
H -0.59718 1.36899 -1.75903 0.013 0.012 0.053
H -0.93942 2.68456 -0.61030 0.059 -0.078 0.034
H -1.66984 1.10292 -0.36486 0.060 0.018 0.004



(4)
10
Properties=species:S:1:pos:R:3:forces:R:3 method="wB97M-V/def2-TZVPD" charge=0 homo_ev="-11.178 / -9.429" orbital_gap_ev="10.184 / 7.531" total_energy_ev=-12152.519
C 2.41225 0.04553 1.85582 2.634 -1.697 -0.205
C 1.26753 -0.28831 1.06996 -0.502 0.692 0.900
N 2.00550 0.71587 2.87741 0.646 -0.039 0.920
N 0.24197 0.18508 1.68748 -0.776 -0.838 -1.860
N 1.21252 0.01436 -2.16669 1.100 0.433 -2.642
N 0.27622 -0.14431 -1.45114 1.437 -0.270 2.012
O -0.87185 -0.24469 -1.28755 -2.230 -0.061 -0.488
O 0.66488 0.78563 2.79449 0.062 0.672 0.395
H 3.49611 -0.38104 1.87569 -2.227 1.303 -0.515
H 0.99647 0.13998 -3.21911 -0.143 -0.196 1.483